# 1
ORCA calculation (wB97M-V/def2-TZVPD) on an isolated molecule of C5H11NO in a non-equilibrium geometry.

CARTESIAN COORDINATES (ANGSTROEM)
C: 0.62 -1.43 0.36
C: 0.06 -2.88 0.16
C: 0.43 -0.69 -0.93
N: 0.15 0.66 -0.83
C: -0.27 1.37 0.43
C: -0.45 2.88 0.20
O: 0.32 -1.30 -1.97
H: 0.09 -0.92 1.33
H: 1.63 -1.33 0.71
H: 0.34 -3.57 0.87
H: -1.00 -2.83 0.26
H: 0.33 -3.24 -0.89
H: 0.29 1.12 -1.69
H: -1.41 1.08 0.71
H: 0.55 1.25 1.13
H: -1.56 3.02 0.19
H: -0.22 3.13 -0.84
H: 0.08 3.69 0.80

Calculated values
Structure (SMILES): CCNC(=O)CC
Energy above the lowest of the compared OMol25 structures with the same formula, charge and spin, kJ/mol: 171.9
E, hartree: -327.06586

=====

# 2
ORCA calculation (wB97M-V/def2-TZVPD) on an isolated molecule of C4H7NO in a non-equilibrium geometry.

CARTESIAN COORDINATES (ANGSTROEM)
C: 1.34 -2.29 0.68
C: 0.49 1.42 0.66
C: 0.47 -1.08 0.36
C: -0.06 -1.03 -1.05
N: 1.98 -3.20 0.94
O: 1.27 0.14 0.59
H: 0.38 2.08 -0.23
H: 0.86 1.96 1.46
H: -0.40 -1.02 1.16
H: -0.47 -0.09 -1.24
H: -1.01 -1.63 -1.11
H: 0.78 -1.12 -1.79
H: -0.60 1.10 0.87

Calculated values
Structure (SMILES): CO[C@@H](C)C#N
Energy above the lowest of the compared OMol25 structures with the same formula, charge and spin, kJ/mol: 246.5
E, hartree: -286.53775

=====

# 3
ORCA calculation (wB97M-V/def2-TZVPD) on a cluster of 2 separate species, C7H8N2OS2 in total in a non-equilibrium geometry.

CARTESIAN COORDINATES (ANGSTROEM)
C: -2.43 1.75 1.00
C: -2.39 0.51 0.37
C: -1.23 2.46 1.14
C: -1.24 0.08 -0.34
C: -0.02 1.94 0.69
C: -0.07 0.77 -0.07
C: 1.19 -1.81 -0.04
N: 1.37 -2.30 -1.20
N: 1.05 0.28 -0.63
O: 1.07 -1.88 1.12
S: 1.83 -4.08 -1.45
S: 2.51 1.04 -0.30
H: -3.36 2.24 1.28
H: -3.34 -0.06 0.15
H: -1.14 3.42 1.66
H: -1.19 -0.93 -0.88
H: 0.90 2.45 0.84
H: 1.70 -1.69 -1.98
H: 1.62 -4.43 -0.15
H: 3.17 0.25 -1.22

Calculated values
Energy above the lowest of the compared OMol25 structures with the same formula, charge and spin, kJ/mol: 239.0
E, hartree: -1252.53082

=====

# 4
ORCA calculation (wB97M-V/def2-TZVPD) on a cluster of 3 separate species, C3H6N2O4 in total in a non-equilibrium geometry.

CARTESIAN COORDINATES (ANGSTROEM)
C: -2.69 0.98 -0.06
C: -0.98 -0.51 -0.05
C: 1.62 0.52 0.08
H: -2.76 2.09 -0.55
H: -3.00 0.70 0.89
H: -3.17 0.03 -0.63
H: 1.86 -1.75 -0.74
H: 0.14 2.12 0.72
H: 1.71 2.75 -0.30
N: 0.42 -0.58 0.54
N: 1.25 1.88 -0.08
O: -1.21 0.71 0.13
O: -1.65 -1.51 -0.34
O: 0.92 -1.80 0.23
O: 2.66 -0.03 -0.33

Calculated values
Energy above the lowest of the compared OMol25 structures with the same formula, charge and spin, kJ/mol: 819.7
E, hartree: -528.14399

=====

# 5
ORCA calculation (wB97M-V/def2-TZVPD) on the ion C3H3N2S with charge -1 in a non-equilibrium geometry.

CARTESIAN COORDINATES (ANGSTROEM)
C: 0.69 -1.35 -0.37
C: 1.84 -0.78 -0.76
C: -0.93 0.32 0.44
N: -0.43 -0.88 0.29
N: -0.60 1.57 0.05
S: -1.40 2.87 0.49
H: 0.63 -2.40 -0.51
H: 2.07 0.21 -0.64
H: -1.88 0.43 1.00

Calculated values
Energy above the lowest of the compared OMol25 structures with the same formula, charge and spin, kJ/mol: 526.0
E, hartree: -623.65855
Total charge: -1

=====

# 6
ORCA calculation (wB97M-V/def2-TZVPD) on an isolated molecule of C3H5N3.

CARTESIAN COORDINATES (ANGSTROEM)
C: 0.27 1.55 -0.61
C: -0.05 0.17 -0.12
N: -1.28 -0.26 0.13
N: -1.09 -1.50 0.56
N: 0.16 -1.90 0.67
C: 0.85 -0.86 0.23
H: 1.17 1.92 -0.12
H: 0.47 1.57 -1.69
H: -0.55 2.24 -0.40
H: -1.81 -1.99 1.07
H: 1.93 -0.87 0.22

Calculated values
Structure (SMILES): Cc1cn[nH]n1
Energy above the lowest of the compared OMol25 structures with the same formula, charge and spin, kJ/mol: 78.7
E, hartree: -281.56006

=====

# 7
ORCA calculation (wB97M-V/def2-TZVPD) on a structure of composition C29H21ClIrN3O6STe4 in a non-equilibrium geometry.

CARTESIAN COORDINATES (ANGSTROEM)
Ir: 0.21 -0.04 -0.07
Te: -0.07 -1.16 -2.28
Te: -1.08 -3.42 -3.02
Te: -2.93 -0.79 -5.48
Te: -1.02 0.54 -4.38
O: 4.24 -1.97 0.33
S: 2.91 -2.22 -0.18
O: 2.66 -2.07 -1.61
N: 1.79 -1.38 0.62
C: 1.64 -1.62 1.99
C: 2.59 -2.08 2.88
C: 2.25 -2.37 4.21
C: 0.97 -2.24 4.68
C: -0.04 -1.77 3.81
C: -1.39 -1.63 4.20
C: -2.31 -1.22 3.28
C: -1.89 -0.88 1.98
N: -0.64 -0.97 1.60
C: 0.30 -1.44 2.49
C: 2.53 -3.92 0.21
C: 3.57 -4.82 0.37
C: 3.27 -6.16 0.62
C: 1.95 -6.57 0.71
C: 0.92 -5.65 0.54
C: 1.21 -4.32 0.29
H: 3.61 -2.20 2.54
H: 3.03 -2.72 4.88
H: 0.72 -2.48 5.70
H: -1.68 -1.87 5.22
H: -3.36 -1.11 3.53
H: -2.61 -0.55 1.25
H: 4.59 -4.48 0.32
H: 4.07 -6.87 0.75
H: 1.72 -7.61 0.90
H: -0.11 -5.97 0.60
H: 0.41 -3.60 0.15
O: 2.08 2.93 2.30
C: 1.64 2.27 1.36
O: 0.97 1.19 1.47
C: 1.84 2.83 -0.05
C: 1.64 4.20 -0.22
C: 1.74 4.79 -1.48
C: 2.07 4.02 -2.58
C: 2.30 2.67 -2.38
C: 2.19 2.05 -1.15
N: 2.64 1.84 -3.56
O: 2.65 0.63 -3.41
O: 2.83 2.39 -4.63
H: 1.40 4.78 0.65
H: 1.55 5.85 -1.59
H: 2.16 4.44 -3.57
H: 2.41 0.99 -1.06
Cl: -6.82 0.94 1.22
C: -5.18 1.15 0.66
C: -4.31 1.97 1.36
C: -3.01 2.12 0.92
C: -2.54 1.44 -0.21
C: -1.12 1.53 -0.62
C: -3.45 0.63 -0.91
C: -4.76 0.48 -0.47
H: -4.66 2.49 2.25
H: -2.32 2.74 1.47
H: -0.68 2.43 -0.18
H: -1.08 1.64 -1.71
H: -3.11 0.09 -1.78
H: -5.45 -0.16 -1.01

Calculated values
Spin multiplicity: 2
Energy above the lowest of the compared OMol25 structures with the same formula, charge and spin, kJ/mol: 0.0
E, hartree: -3768.23777
Total charge: -1

=====

# 8
ORCA calculation (wB97M-V/def2-TZVPD) on a cluster of 3 separate species, C23H24F17I2N2O2 in total in a non-equilibrium geometry.

CARTESIAN COORDINATES (ANGSTROEM)
C: 0.23 -6.65 -2.54
C: 1.02 -5.29 -2.86
C: 2.21 -4.91 -1.82
N: 0.82 -4.49 -3.90
C: -0.53 -3.94 -3.94
C: -1.81 -4.77 -4.29
N: -3.14 -4.24 -4.33
C: -4.27 -5.18 -4.64
C: -4.89 -5.87 -3.30
F: -4.55 -5.08 -2.14
C: -3.40 -2.84 -4.09
C: -2.27 -1.86 -3.74
C: -0.80 -2.41 -3.66
C: 0.33 -1.35 -3.33
I: 0.15 -0.33 -1.38
C: 1.40 -0.98 -4.18
C: 2.52 0.13 -3.82
I: 1.58 -1.91 -6.13
H: 0.97 -7.40 -2.10
H: -0.12 -7.05 -3.56
H: -0.68 -6.46 -1.85
H: 1.95 -4.00 -1.18
H: 3.16 -4.81 -2.43
H: 2.37 -5.81 -1.12
H: -1.66 -5.89 -4.50
H: -5.15 -4.66 -5.16
H: -3.85 -6.05 -5.28
H: -4.47 -6.93 -3.14
H: -6.03 -5.90 -3.43
H: -4.50 -2.51 -4.18
H: -2.54 -0.76 -3.55
H: 3.44 -0.16 -4.45
H: 2.20 1.17 -4.15
H: 2.84 0.08 -2.73
C: 1.67 4.58 0.23
C: 2.45 3.65 -0.72
C: 2.65 2.22 -0.23
F: 3.38 2.16 0.89
F: 3.33 1.49 -1.16
F: 3.63 4.23 -1.04
F: 1.74 3.59 -1.89
O: 2.45 5.46 1.05
C: 2.91 4.95 2.28
C: 4.44 4.93 2.37
F: 4.98 4.15 1.42
F: 4.85 4.44 3.57
F: 2.36 3.74 2.51
F: 2.41 5.77 3.23
H: 1.10 5.26 -0.41
H: 0.91 4.05 0.81
H: 1.69 1.72 -0.06
H: 4.85 5.94 2.25
C: -0.63 2.00 6.20
C: -0.56 2.08 4.67
C: 0.05 3.36 4.09
F: -0.67 4.46 4.41
F: 0.08 3.31 2.73
F: -1.79 1.86 4.15
F: 0.22 1.03 4.25
O: -1.89 2.32 6.80
C: -2.15 3.68 7.08
C: -3.37 4.22 6.33
F: -3.19 4.14 4.99
F: -3.58 5.52 6.62
F: -1.03 4.41 6.87
F: -2.38 3.75 8.42
H: -0.47 0.95 6.46
H: 0.20 2.53 6.69
H: 1.08 3.51 4.44
H: -4.26 3.65 6.58

Calculated values
E, hartree: -3443.42322
Total charge: +1

=====

# 9
ORCA calculation (wB97M-V/def2-TZVPD) on a structure of composition C12H43Cl2IN18O14P2 in a non-equilibrium geometry.

CARTESIAN COORDINATES (ANGSTROEM)
C: -5.14 -2.51 -4.66
C: -4.14 -1.41 -4.38
Cl: -4.68 0.16 -5.07
C: -2.77 -1.83 -4.93
Cl: -2.65 -1.59 -6.69
O: -1.69 -1.03 -4.35
P: -1.25 -1.38 -2.88
O: -2.27 -1.94 -2.01
O: 0.02 -2.36 -2.96
O: -0.61 -0.03 -2.35
P: -1.23 1.47 -2.83
O: 0.03 2.38 -2.34
I: -2.88 1.95 -1.08
H: -6.13 -2.13 -4.41
H: -5.17 -2.79 -5.71
H: -4.97 -3.38 -4.03
H: -4.03 -1.23 -3.32
H: -2.62 -2.89 -4.76
H: -0.17 -3.11 -2.38
H: -0.31 3.19 -1.91
C: 1.43 1.17 1.13
O: 1.02 2.27 1.53
N: 1.88 0.23 1.99
N: 1.44 0.85 -0.19
H: 2.23 -0.67 1.72
H: 1.88 0.46 2.97
H: 1.10 1.53 -0.84
H: 1.76 -0.04 -0.53
C: 4.18 -2.58 3.57
O: 3.16 -2.07 3.13
N: 5.34 -1.88 3.71
N: 4.23 -3.89 3.96
H: 6.19 -2.27 4.08
H: 5.32 -0.91 3.45
H: 3.39 -4.42 3.87
H: 5.05 -4.32 4.33
C: -2.54 3.22 2.90
O: -2.63 4.37 2.48
N: -3.59 2.58 3.48
N: -1.39 2.50 2.80
H: -3.54 1.64 3.84
H: -4.45 3.09 3.58
H: -0.59 2.93 2.38
H: -1.30 1.56 3.14
C: 3.30 5.00 2.45
O: 2.62 4.83 3.45
N: 3.11 4.30 1.31
N: 4.32 5.92 2.42
H: 3.68 4.42 0.50
H: 2.37 3.61 1.30
H: 4.50 6.45 3.26
H: 4.90 6.08 1.62
C: -1.90 5.23 6.44
O: -2.16 4.04 6.50
N: -1.89 5.93 5.27
N: -1.61 5.97 7.57
H: -1.68 6.91 5.22
H: -2.10 5.43 4.42
H: -1.61 5.48 8.44
H: -1.40 6.95 7.55
C: -0.82 -5.19 -5.46
O: -1.66 -5.24 -4.56
N: -0.58 -6.25 -6.28
N: -0.09 -4.07 -5.69
H: 0.09 -6.23 -7.02
H: -1.11 -7.08 -6.12
H: -0.29 -3.28 -5.11
H: 0.60 -3.97 -6.42
C: -5.46 -6.51 -2.90
O: -5.96 -5.48 -3.33
N: -6.22 -7.51 -2.36
N: -4.11 -6.74 -2.92
H: -5.83 -8.36 -1.99
H: -7.21 -7.37 -2.33
H: -3.52 -6.03 -3.32
H: -3.69 -7.57 -2.57
C: 2.31 -1.31 -6.02
O: 1.54 -1.60 -6.91
N: 3.63 -1.02 -6.25
N: 1.93 -1.27 -4.71
H: 4.28 -0.78 -5.53
H: 3.94 -1.05 -7.21
H: 0.97 -1.49 -4.49
H: 2.55 -1.06 -3.95
C: 4.32 3.99 6.71
O: 4.69 3.08 6.00
N: 4.69 4.07 8.04
N: 3.51 5.01 6.29
H: 4.40 4.80 8.65
H: 5.28 3.34 8.39
H: 3.19 5.00 5.33
H: 3.22 5.76 6.89

Calculated values
E, hartree: -4423.40407

=====

# 10
ORCA calculation (wB97M-V/def2-TZVPD) on a structure of composition C3H12NOP2.

CARTESIAN COORDINATES (ANGSTROEM)
C: -2.85 1.54 -0.95
C: -2.31 2.65 -0.46
C: 0.34 0.17 0.31
N: 2.31 -3.35 0.78
O: -0.70 0.35 1.05
P: 0.39 0.88 -1.37
P: 1.29 -1.34 0.58
H: -2.81 1.31 -2.00
H: -3.41 0.86 -0.33
H: -2.39 2.93 0.58
H: -1.82 3.37 -1.11
H: 3.21 -3.38 0.31
H: 1.71 -4.04 0.34
H: 2.45 -3.63 1.75
H: -1.41 0.92 0.65
H: 0.48 2.20 -0.95
H: 1.76 0.69 -1.54
H: 2.55 -0.81 0.39
H: 1.20 -1.34 1.95

Calculated values
Energy above the lowest of the compared OMol25 structures with the same formula, charge and spin, kJ/mol: 171.4
E, hartree: -933.84885
Total charge: +1

=====

# 11
ORCA calculation (wB97M-V/def2-TZVPD) on an isolated molecule of C3H4N2 in a non-equilibrium geometry.

CARTESIAN COORDINATES (ANGSTROEM)
C: -0.83 -0.33 0.41
C: -0.65 -0.37 -0.95
C: 0.31 0.15 0.95
H: -1.74 -0.64 0.90
H: -1.32 -0.69 -1.76
H: 1.94 0.97 -0.11
H: 0.63 0.36 1.95
N: 0.56 0.13 -1.28
N: 1.09 0.43 -0.11

Calculated values
Structure (SMILES): c1cn[nH]c1
Energy above the lowest of the compared OMol25 structures with the same formula, charge and spin, kJ/mol: 58.0
E, hartree: -226.20311

=====

# 12
ORCA calculation (wB97M-V/def2-TZVPD) on a structure of composition C58H79N5O5PY in a non-equilibrium geometry.

CARTESIAN COORDINATES (ANGSTROEM)
Y: -0.92 -0.80 -1.38
O: -5.89 -2.25 3.80
C: -4.68 -1.53 3.97
C: -4.02 -1.19 2.66
C: -2.98 -0.21 2.68
C: -2.25 -0.01 1.54
N: -2.47 -0.61 0.37
C: -3.56 -1.51 0.29
C: -4.30 -1.80 1.48
C: -3.82 -2.09 -0.95
C: -4.92 -2.97 -1.19
C: -5.18 -3.47 -2.43
C: -6.28 -4.46 -2.68
O: -5.79 -5.79 -2.85
C: -4.30 -3.10 -3.49
C: -3.23 -2.30 -3.20
N: -2.94 -1.78 -2.01
H: -6.27 -2.41 4.67
H: -3.97 -2.13 4.57
H: -4.88 -0.60 4.53
H: -2.76 0.34 3.58
H: -1.43 0.70 1.56
H: -5.09 -2.53 1.45
H: -5.57 -3.23 -0.37
H: -6.82 -4.22 -3.60
H: -6.99 -4.45 -1.84
H: -4.99 -5.87 -2.33
H: -4.47 -3.47 -4.49
H: -2.53 -2.06 -4.00
N: -1.07 0.92 -3.48
C: -1.27 0.59 -4.89
C: -0.13 -0.25 -5.43
C: 0.01 -1.66 -4.73
O: 0.32 -2.59 -5.46
O: -0.19 -1.69 -3.49
H: -1.76 1.62 -3.21
H: -0.15 1.34 -3.36
H: -1.35 1.51 -5.50
H: -2.22 0.05 -4.98
H: 0.82 0.28 -5.30
H: -0.26 -0.44 -6.50
C: -3.79 1.85 -1.95
C: -3.15 2.80 -0.94
C: -3.58 4.23 -1.27
P: -1.30 2.47 -0.62
C: -0.31 3.88 -1.48
C: -0.41 5.28 -0.88
C: -0.46 4.00 -3.00
C: -1.20 3.13 1.09
C: -2.18 3.84 1.77
C: -1.99 4.33 3.05
C: -3.08 5.07 3.77
C: -0.77 4.07 3.68
C: 0.21 3.34 3.06
C: 0.03 2.81 1.74
N: 0.90 2.02 1.14
C: 2.13 1.84 1.74
C: 3.09 2.87 1.65
C: 2.76 4.14 0.90
C: 4.31 2.75 2.29
C: 4.65 1.59 2.97
C: 5.98 1.44 3.63
C: 3.73 0.55 3.00
C: 2.47 0.65 2.42
C: 0.42 -0.22 3.66
H: -4.87 1.83 -1.79
H: -3.42 0.83 -1.82
H: -3.63 2.18 -2.97
H: -3.57 2.52 0.04
H: -3.24 4.51 -2.27
H: -3.19 4.95 -0.56
H: -4.67 4.30 -1.26
H: 0.70 3.52 -1.27
H: -1.29 5.81 -1.24
H: 0.47 5.86 -1.16
H: -0.45 5.23 0.21
H: -1.50 3.98 -3.32
H: 0.08 3.22 -3.53
H: -0.03 4.95 -3.33
H: -3.13 4.05 1.31
H: -3.68 5.66 3.08
H: -2.66 5.74 4.52
H: -3.74 4.37 4.28
H: -0.59 4.46 4.68
H: 1.14 3.14 3.57
H: 2.39 3.89 -0.09
H: 3.64 4.77 0.80
H: 1.98 4.70 1.41
H: 5.01 3.58 2.26
H: 6.34 2.40 4.02
H: 6.72 1.06 2.92
H: 5.92 0.73 4.45
H: 4.01 -0.35 3.53
H: -0.37 -0.96 3.53
H: 0.90 -0.49 1.60
H: -0.01 0.78 3.58
C: 1.49 0.69 5.58
O: 0.91 -0.43 4.98
C: 1.46 -0.47 2.54
C: 2.08 -1.85 2.79
H: 1.91 0.36 6.53
H: 0.74 1.47 5.77
H: 2.29 1.13 4.96
H: 2.38 -1.95 3.83
H: 2.94 -2.02 2.14
H: 1.33 -2.61 2.58
C: 3.02 -6.14 0.56
C: 1.89 -5.14 0.49
C: 0.65 -5.45 1.00
C: -0.37 -4.51 0.92
C: -1.75 -4.80 1.47
C: -0.13 -3.29 0.33
C: 1.11 -2.92 -0.25
C: 2.12 -3.91 -0.12
N: 1.20 -1.70 -0.83
C: 2.44 -1.23 -1.43
C: 2.17 0.19 -1.98
C: 3.42 0.80 -2.62
C: 3.88 -0.09 -3.78
C: 4.18 -1.49 -3.25
C: 5.29 -1.40 -2.21
C: 4.84 -0.50 -1.07
C: 4.54 0.90 -1.60
C: 3.59 -1.06 -0.41
C: 2.92 -2.09 -2.63
H: 2.69 -7.05 1.07
H: 3.87 -5.73 1.11
H: 3.36 -6.40 -0.44
H: 0.47 -6.42 1.46
H: -1.79 -5.81 1.89
H: -2.49 -4.72 0.68
H: -2.02 -4.08 2.24
H: -0.94 -2.56 0.32
H: 3.12 -3.75 -0.50
H: 1.81 0.82 -1.16
H: 1.40 0.09 -2.75
H: 3.18 1.80 -3.00
H: 4.77 0.34 -4.25
H: 3.09 -0.15 -4.54
H: 4.50 -2.12 -4.08
H: 6.20 -1.01 -2.67
H: 5.52 -2.40 -1.83
H: 5.64 -0.43 -0.32
H: 5.43 1.34 -2.05
H: 4.23 1.54 -0.77
H: 3.25 -0.37 0.36
H: 3.82 -2.01 0.07
H: 3.11 -3.11 -2.32
H: 2.12 -2.13 -3.37

Calculated values
Energy above the lowest of the compared OMol25 structures with the same formula, charge and spin, kJ/mol: 0.0
E, hartree: -3287.38273
Total charge: -2